Record 1
Entry from the Open Molecules 2025 dataset: C41H51N5PTi as an isolated structure at a distorted geometry (the ωB97M-V functional and the def2-TZVPD basis).

Results
- <S²> = 2.009
- spin multiplicity = 3
- frontier orbital gap (alpha / beta) (eV) = 6.0 / 6.4
- E (eV) = -83196.1428
- HOMO level (alpha / beta) (eV) = -8.29 / -9.00
- charge = +1

XYZ file:
```
99
C41H51N5PTi (the ωB97M-V functional and the def2-TZVPD basis)
Ti 0.771 -0.582 0.703
C -1.002 -0.670 3.327
C -0.580 0.518 4.154
C 0.198 1.623 3.478
C 0.195 2.873 4.099
C 0.854 3.932 3.523
C 1.497 3.728 2.313
C 1.452 2.469 1.762
N 0.839 1.415 2.323
N 0.101 -1.460 2.710
C 1.316 -1.535 3.563
C 2.555 -1.863 2.782
C 3.616 -2.516 3.386
C 4.749 -2.793 2.650
C 4.762 -2.443 1.313
C 3.671 -1.777 0.791
N 2.593 -1.418 1.513
C -0.444 -2.808 2.400
C 0.299 -3.498 1.298
C 0.514 -4.863 1.287
C 1.156 -5.432 0.202
C 1.562 -4.611 -0.835
C 1.304 -3.254 -0.749
N 0.677 -2.695 0.292
H -1.629 -0.339 2.505
H -1.612 -1.326 3.955
H -0.036 0.193 5.043
H -1.501 0.960 4.544
H -0.347 2.993 5.029
H 0.854 4.905 3.997
H 2.018 4.522 1.796
H 1.913 2.302 0.804
H 1.181 -2.247 4.381
H 1.481 -0.559 4.004
H 3.527 -2.821 4.422
H 5.595 -3.295 3.104
H 5.598 -2.680 0.670
H 3.643 -1.523 -0.257
H -1.472 -2.652 2.065
H -0.475 -3.422 3.303
H 0.174 -5.464 2.123
H 1.339 -6.499 0.170
H 2.072 -5.002 -1.705
H 1.587 -2.570 -1.541
C -2.968 3.095 2.038
C -3.225 1.976 1.006
C -3.812 0.753 1.741
P -1.674 1.681 0.017
C -1.785 3.040 -1.241
C -1.777 4.453 -0.657
C -0.656 2.863 -2.257
C -2.086 0.219 -0.996
C -3.413 -0.092 -1.304
C -3.800 -1.319 -1.821
C -5.239 -1.620 -2.157
C -2.795 -2.271 -1.995
C -1.469 -1.955 -1.773
C -1.065 -0.691 -1.336
N 0.326 -0.298 -1.248
C 1.017 0.065 -2.445
C 0.510 -0.012 -3.765
C -0.851 -0.545 -4.184
C 1.284 0.471 -4.822
C 2.538 1.038 -4.681
C 3.320 1.565 -5.859
C 3.018 1.112 -3.387
C 2.295 0.646 -2.296
C 2.970 0.888 -0.966
H -2.530 2.666 2.945
H -3.903 3.579 2.329
H -2.287 3.875 1.701
H -3.969 2.334 0.289
H -3.467 0.727 2.776
H -3.570 -0.207 1.283
H -4.901 0.816 1.782
H -2.744 2.876 -1.746
H -0.928 4.605 0.021
H -2.689 4.702 -0.116
H -1.676 5.175 -1.471
H 0.329 2.860 -1.776
H -0.672 3.686 -2.977
H -0.741 1.929 -2.816
H -4.187 0.647 -1.108
H -5.899 -0.817 -1.826
H -5.574 -2.547 -1.687
H -5.377 -1.738 -3.234
H -3.051 -3.262 -2.360
H -0.721 -2.696 -2.015
H -0.958 -1.617 -4.033
H -0.977 -0.364 -5.251
H -1.688 -0.066 -3.671
H 0.862 0.401 -5.820
H 2.788 1.394 -6.795
H 4.297 1.084 -5.943
H 3.497 2.640 -5.777
H 3.993 1.561 -3.201
H 3.173 1.950 -0.823
H 3.929 0.381 -0.895
H 2.410 0.549 -0.092
```

Record 2
Entry from the Open Molecules 2025 dataset: one molecule with the formula C6H11N3OS at a distorted geometry (the ωB97M-V functional and the def2-TZVPD basis).

Results
- relative energy (zero: lowest compared OMol25 entry of this formula, charge and spin) (eV) = 5.520
- spin multiplicity = 1
- frontier orbital gap (eV) = 9.4
- E (eV) = -23747.9703
- HOMO level (eV) = -8.85

XYZ file:
```
22
C6H11N3OS (the ωB97M-V functional and the def2-TZVPD basis)
C -0.131 1.711 0.231
N -0.906 0.451 -0.410
C -2.447 0.807 -0.187
C -3.365 -0.527 0.105
S -2.117 -1.788 -0.344
C -0.713 -0.846 -0.090
N 0.320 -1.645 -0.012
C 1.424 -0.728 -0.162
O 1.265 0.205 -0.872
C 2.780 -1.116 0.507
N 3.860 -0.350 -0.344
H -0.921 2.305 0.753
H 0.539 2.169 -0.492
H 0.797 1.442 0.860
H -2.491 1.680 0.560
H -2.840 1.363 -1.135
H -3.705 -0.573 1.138
H -4.421 -0.457 -0.529
H 2.367 -0.775 1.665
H 2.665 -2.326 0.646
H 3.240 -0.076 -1.301
H 4.801 -0.927 -0.583
```

Record 3
Entry from the Open Molecules 2025 dataset: a 2-piece molecular cluster, C6H10BF7N2O4S overall at a distorted geometry (the ωB97M-V functional and the def2-TZVPD basis).

Results
- spin multiplicity = 1
- frontier orbital gap (eV) = 2.6
- E (eV) = -48075.1434
- HOMO level (eV) = -7.22

XYZ file:
```
31
C6H10BF7N2O4S (the ωB97M-V functional and the def2-TZVPD basis)
C -2.182 -1.740 2.333
C -0.560 -1.683 2.734
O 0.319 -1.422 1.590
B 0.137 -0.082 1.009
O -0.442 0.937 1.959
N 0.571 0.328 -0.434
C 1.613 1.403 -0.124
C 2.468 1.971 -1.374
N 3.284 3.082 -1.116
C -0.701 0.823 -1.056
F -1.809 -0.042 -0.500
F -1.092 2.224 -0.643
C -0.866 0.774 -2.663
F -2.116 1.572 -2.974
F -1.133 -0.567 -3.258
F 0.196 1.401 -3.475
S 1.265 -1.118 -1.119
O 0.243 -2.311 -1.279
O 1.832 -0.932 -2.582
F 2.653 -1.710 -0.231
H -2.325 -2.050 1.213
H -2.648 -2.524 3.102
H -2.634 -0.700 2.620
H -0.354 -1.012 3.684
H -0.314 -2.797 3.089
H -1.451 0.962 1.850
H 1.196 2.314 0.480
H 2.387 0.863 0.609
H 2.536 1.563 -2.468
H 3.787 3.353 -2.008
F -3.861 -2.881 1.030
```